No. 1
Entry from the OMol25 dataset: a structure of composition C36H51Cl2N2OPPb (the ωB97M-V functional and the def2-TZVPD basis).

Its orbital gap (alpha / beta) is 4.63 / 4.63 eV. As for the HOMO energy (alpha / beta): -6.9 / -6.9 eV. The energy comes out at -82768.423 eV.

```
94
Properties=species:S:1:pos:R:3:forces:R:3
P 0.100 -0.878 -4.050 0.6 0.5 -2.1
C 1.640 -0.275 -5.024 -0.5 -0.4 0.6
C 1.920 -0.789 -6.441 0.0 0.1 -0.3
C 3.317 -0.367 -6.911 0.1 -0.1 0.2
C 3.608 1.127 -6.719 -0.1 0.0 -0.1
C 3.184 1.664 -5.349 0.0 -0.1 0.1
C 1.746 1.257 -5.009 0.5 -0.1 0.1
C -1.279 0.025 -4.963 0.4 -0.4 0.8
C -1.146 0.094 -6.476 -0.2 0.1 -0.2
C -2.458 0.580 -7.091 0.0 -0.1 0.1
C -2.914 1.912 -6.484 0.1 0.1 0.0
C -2.869 1.936 -4.949 -0.1 -0.1 0.0
C -1.537 1.428 -4.392 -0.2 -0.1 -0.2
C -0.064 -2.574 -4.856 -0.1 0.2 0.2
C 1.119 -3.449 -4.417 -0.1 -0.2 -0.1
C 1.062 -4.814 -5.119 0.0 0.1 -0.1
C -0.263 -5.550 -4.899 0.0 0.2 0.2
C -1.474 -4.663 -5.204 0.0 0.2 -0.2
C -1.396 -3.274 -4.555 0.0 -0.2 0.3
H 2.406 -0.678 -4.339 0.2 0.3 -0.3
H 1.191 -0.372 -7.150 0.2 -0.1 0.2
H 1.828 -1.881 -6.509 0.1 0.3 0.0
H 3.431 -0.628 -7.970 0.1 0.0 0.1
H 4.059 -0.954 -6.357 0.0 0.0 0.0
H 4.679 1.308 -6.871 -0.1 0.0 -0.1
H 3.069 1.688 -7.495 0.1 0.0 0.0
H 3.847 1.266 -4.570 -0.1 0.1 -0.1
H 3.275 2.756 -5.328 0.1 -0.1 0.0
H 1.485 1.650 -4.019 0.0 -0.1 -0.2
H 1.068 1.693 -5.755 0.1 -0.1 0.2
H -2.133 -0.620 -4.706 0.0 0.4 -0.1
H -3.227 -0.184 -6.925 0.0 0.0 0.0
H -0.869 -0.880 -6.905 -0.1 0.3 0.1
H -0.356 0.809 -6.744 -0.2 -0.2 0.0
H -2.333 0.683 -8.176 -0.1 0.0 0.1
H -3.931 2.137 -6.827 0.1 0.1 0.0
H -2.259 2.704 -6.870 -0.1 0.0 0.0
H -3.066 2.951 -4.588 -0.1 -0.1 0.0
H -3.664 1.286 -4.561 0.0 0.1 0.0
H -1.561 1.410 -3.292 -0.1 -0.1 -0.2
H -0.730 2.112 -4.692 -0.1 -0.1 0.0
H -0.010 -2.426 -5.949 0.0 -0.1 0.4
H 2.079 -2.960 -4.640 -0.3 -0.1 0.1
H 1.074 -3.584 -3.324 0.0 0.0 -0.2
H 1.193 -4.651 -6.197 0.0 0.0 0.0
H 1.903 -5.432 -4.786 -0.1 0.0 -0.1
H -0.316 -5.885 -3.856 0.0 0.0 0.0
H -0.301 -6.446 -5.532 0.0 0.1 0.2
H -2.397 -5.156 -4.880 0.1 0.0 -0.1
H -1.555 -4.530 -6.290 0.0 0.0 0.0
H -2.245 -2.665 -4.898 0.2 -0.2 0.1
H -1.515 -3.362 -3.466 0.0 0.0 -0.3
Pb 0.266 -0.704 -0.924 0.8 -2.5 -0.9
Cl -2.139 -1.220 -2.115 -0.9 0.3 0.7
Cl 2.477 0.453 -1.808 0.4 0.6 0.2
C -0.638 1.179 -0.050 -0.6 1.6 0.2
H -1.240 0.985 0.855 0.2 0.0 -0.3
C -0.571 2.553 -0.324 -0.3 1.5 0.4
C -1.267 3.462 0.569 0.3 -0.3 -0.5
C -1.267 4.831 0.350 -0.1 0.2 0.1
C -0.586 5.386 -0.756 0.0 -1.1 0.1
C 0.117 4.531 -1.634 -0.1 0.3 0.0
C 0.141 3.156 -1.431 -0.1 -0.6 0.4
H -1.804 3.019 1.419 0.2 0.3 -0.4
H -1.812 5.488 1.036 0.2 -0.3 -0.3
H 0.644 4.967 -2.492 -0.2 -0.3 0.4
H 0.730 2.494 -2.080 -0.3 0.3 0.2
H -0.616 6.467 -0.930 0.1 -0.5 0.1
C 1.792 -0.686 6.239 0.3 0.2 0.4
N 1.595 -0.397 4.831 0.5 0.6 1.7
N 1.147 -1.290 3.926 -0.5 -0.8 -1.2
C 1.108 -0.689 2.667 -0.2 -0.5 -0.6
O 0.709 -1.297 1.641 0.3 0.8 1.3
C 1.593 0.645 2.895 -0.2 -0.1 -0.2
C 1.889 0.772 4.230 -0.4 -0.5 -0.5
C 2.424 1.902 5.021 0.2 0.6 0.1
C 0.660 -2.581 4.268 -0.3 -0.2 0.0
C -0.201 -2.731 5.359 0.0 -0.3 -0.1
C -0.642 -4.004 5.723 0.2 -0.2 -0.4
C -0.255 -5.121 4.964 0.1 0.3 0.0
C 0.580 -4.953 3.846 -0.4 0.1 0.3
C 1.023 -3.681 3.484 0.1 0.1 0.2
H 1.626 -1.742 6.460 0.1 0.3 -0.2
H 1.102 -0.083 6.852 0.2 -0.3 -0.2
H 2.822 -0.432 6.529 -0.3 -0.1 -0.1
H 1.663 1.389 2.120 0.2 0.0 0.0
H 1.715 2.223 5.797 0.2 -0.1 -0.2
H 3.373 1.654 5.517 -0.2 0.0 -0.1
H 2.609 2.755 4.361 0.0 -0.2 0.1
H -0.512 -1.855 5.929 0.0 -0.3 -0.2
H -1.288 -4.115 6.594 0.1 0.0 -0.3
H -0.610 -6.120 5.239 0.2 0.4 -0.1
H 0.879 -5.818 3.251 -0.1 0.3 0.2
H 1.650 -3.528 2.604 -0.2 -0.1 0.3
```
Forces are in eV/Å.


No. 2
Entry from the OMol25 dataset: a structure of composition C18H25N8PdS2Te (the ωB97M-V functional and the def2-TZVPD basis).

Its energy above the lowest of the compared OMol25 structures with the same formula, charge and spin is 3.4100 eV. Its orbital gap (alpha / beta) is 3.24 / 3.24 eV. Its net charge is +3. As for the HOMO energy (alpha / beta): -16.3 / -16.3 eV. The energy comes out at -63405.811 eV.

```
55
Properties=species:S:1:pos:R:3:forces:R:3
Pd 0.611 -0.344 -0.348 -1.0 2.2 -0.5
C 3.530 -3.183 -2.635 0.2 -0.1 -0.1
C 2.657 -2.471 -1.667 -0.1 1.2 -0.9
N 2.183 -1.288 -1.869 -0.1 -0.9 0.7
N 2.498 -0.543 -2.960 0.4 -0.2 -0.9
C 2.430 0.797 -2.852 0.0 -0.3 0.1
N 2.809 1.571 -3.853 0.0 -0.1 0.0
S 1.876 1.484 -1.388 -0.2 -0.8 0.7
C 2.454 -2.991 -0.302 -0.1 -0.4 0.9
C 2.741 -4.301 0.087 -0.1 0.4 -0.4
C 2.779 -4.608 1.440 0.0 0.2 0.3
C 2.544 -3.609 2.371 -0.1 0.0 -0.2
C 2.169 -2.350 1.907 0.1 -0.4 0.4
N 2.114 -2.065 0.618 -0.4 0.5 -0.6
H 3.191 -3.082 -3.666 -0.1 0.0 0.0
H 3.602 -4.243 -2.411 0.0 0.0 -0.1
H 4.543 -2.774 -2.571 0.1 0.0 0.0
H 2.953 -0.981 -3.763 -0.1 0.2 0.2
H 3.218 1.215 -4.707 0.0 0.0 0.1
H 2.789 2.577 -3.749 0.0 -0.1 0.0
H 2.923 -5.079 -0.640 0.1 0.0 0.0
H 3.017 -5.610 1.762 0.0 -0.1 0.0
H 2.622 -3.795 3.429 0.0 0.0 0.1
H 1.925 -1.552 2.597 0.0 0.0 0.0
Te -1.121 -2.006 0.690 0.2 0.1 1.9
C -1.536 -1.507 2.662 0.7 1.0 -2.5
C -1.937 -2.376 3.665 -0.6 -0.5 1.2
C -2.219 -1.726 4.867 0.0 -1.2 -0.3
C -2.064 -0.361 4.795 0.4 0.5 -1.0
S -1.544 0.145 3.261 0.2 0.0 0.3
H -2.008 -3.440 3.523 -0.1 -0.2 0.0
H -2.538 -2.232 5.763 0.0 -0.1 0.1
H -2.232 0.369 5.565 -0.1 0.2 0.3
C -0.790 2.374 0.534 -0.1 0.6 0.4
N -1.642 3.529 0.661 0.6 0.7 1.2
C -1.599 4.324 -0.560 0.1 -0.2 -0.1
N -2.093 3.498 -1.652 0.2 0.8 -1.2
C -1.264 2.334 -1.827 0.1 0.4 -0.6
N -1.250 1.516 -0.591 1.2 -1.2 0.6
C -2.664 1.155 -0.320 -0.9 -0.1 0.0
N -3.474 2.342 -0.181 -0.9 -1.1 0.4
C -3.018 3.143 0.942 0.4 -0.1 -0.2
C -3.478 3.129 -1.402 0.3 -0.2 -0.1
H -0.817 1.793 1.464 0.0 0.1 -0.3
H 0.240 2.705 0.355 -0.2 -0.1 0.0
H -0.571 4.636 -0.760 -0.1 0.0 0.0
H -2.223 5.214 -0.451 0.1 -0.1 0.0
H -0.240 2.654 -2.056 -0.3 -0.1 0.1
H -1.652 1.728 -2.651 0.1 0.0 0.1
H -2.723 0.580 0.611 0.1 0.0 0.0
H -3.045 0.542 -1.142 0.1 0.0 0.0
H -3.067 2.563 1.867 0.0 0.0 -0.1
H -3.644 4.031 1.051 0.1 -0.1 0.0
H -4.093 4.022 -1.277 0.1 -0.1 0.0
H -3.876 2.546 -2.234 0.0 0.0 0.0
```
Forces are in eV/Å.


No. 3
Entry from the OMol25 dataset: a cluster of 2 separate species, C5H15N3 in total (the ωB97M-V functional and the def2-TZVPD basis).

Its energy above the lowest of the compared OMol25 structures with the same formula, charge and spin is 2.8846 eV. Its orbital gap is 9.80 eV. Its SMILES is [H]/N=C\NN(C)C.CC. As for the HOMO energy: -8.9 eV. The energy comes out at -9896.267 eV.

```
23
Properties=species:S:1:pos:R:3:forces:R:3
C 1.421 -1.828 0.035 -2.3 0.2 -0.1
C 2.382 -1.694 1.208 -0.3 0.2 0.1
C 1.065 0.921 -0.284 -2.0 1.0 0.1
N 1.331 1.121 -1.499 0.3 -0.1 0.2
H 0.540 0.948 -2.117 -0.1 -0.2 0.2
H 1.784 1.173 0.487 0.2 -0.4 0.1
H 1.935 -1.624 -0.905 -0.1 0.2 0.0
H 1.078 -2.865 -0.033 0.0 0.0 0.0
H 3.259 -2.334 1.111 0.0 0.0 -0.2
H 2.728 -0.663 1.283 0.2 0.0 0.2
H 1.899 -1.975 2.146 0.0 0.1 0.0
C -2.409 -0.196 -0.088 0.2 -0.1 0.0
C -1.781 2.075 -0.600 0.0 0.0 -0.1
N -1.348 0.686 -0.542 0.3 0.1 0.0
N -0.209 0.524 0.273 0.4 1.5 -0.1
H -0.352 0.828 1.242 0.2 0.1 -0.3
H 0.405 -1.121 0.115 3.2 -2.7 -0.1
H -2.786 0.076 0.911 0.0 0.0 0.0
H -3.232 -0.144 -0.798 0.0 0.0 0.0
H -2.600 2.156 -1.312 -0.1 0.0 0.0
H -0.964 2.695 -0.964 0.0 0.0 0.0
H -2.113 2.458 0.378 0.0 -0.1 0.0
H -2.035 -1.218 -0.045 0.0 0.0 -0.1
```
Forces are in eV/Å.


No. 4
Entry from the OMol25 dataset: the molecule C3H5N3 (the ωB97M-V functional and the def2-TZVPD basis).

Its energy above the lowest of the compared OMol25 structures with the same formula, charge and spin is 1.8332 eV. Its orbital gap is 10.82 eV. Its SMILES is Cc1nc[nH]n1. As for the HOMO energy: -9.7 eV. The energy comes out at -7660.622 eV.

```
11
Properties=species:S:1:pos:R:3:forces:R:3
C -1.845 -0.051 0.034 2.6 3.1 -0.3
C -0.353 -0.184 -0.322 -0.4 3.3 3.0
C 1.654 0.696 -0.075 -3.9 0.1 1.4
H -2.447 -0.340 -0.758 -1.5 -0.3 -1.4
H -2.112 -0.542 0.913 -0.2 -1.2 1.3
H -1.904 1.074 0.304 -0.4 -1.8 -0.9
H 2.273 1.547 0.278 0.8 -1.6 -0.5
H 2.341 -1.369 -0.183 0.6 -0.1 0.3
N 0.377 1.123 -0.153 1.2 -4.2 -1.4
N 1.609 -0.738 0.073 2.8 2.6 -0.5
N 0.407 -1.215 -0.112 -1.6 0.2 -0.9
```
Forces are in eV/Å.


No. 5
Entry from the OMol25 dataset: a cluster of 2 separate species, C7H18N2S in total (the ωB97M-V functional and the def2-TZVPD basis).

Its energy above the lowest of the compared OMol25 structures with the same formula, charge and spin is 1.4541 eV. Its orbital gap is 9.30 eV. Its net charge is +2. As for the HOMO energy: -17.9 eV. The energy comes out at -21345.677 eV.

```
28
Properties=species:S:1:pos:R:3:forces:R:3
C 0.137 -0.859 -0.403 -2.0 3.4 -2.5
C 2.612 -0.601 1.567 -0.5 1.1 4.7
C 1.608 -2.517 -1.363 0.6 0.0 -1.2
C 0.953 -0.558 -2.674 -1.3 2.7 -1.3
C -2.185 1.731 1.453 2.4 1.8 -2.3
C -1.088 0.808 -0.662 -0.8 -2.8 -0.8
C 1.197 -0.364 2.174 -0.8 -1.1 -1.3
N 0.758 -1.282 -1.455 -0.3 -0.4 3.4
N -2.075 0.643 0.439 3.5 -1.3 0.4
S -0.127 -1.438 1.152 0.6 -1.5 1.0
H 3.228 0.077 2.252 -0.4 -1.0 -0.7
H 2.917 -1.616 1.760 0.2 -0.3 -0.1
H 2.859 -0.254 0.622 -0.3 0.5 -2.0
H 1.470 -2.889 -2.390 0.3 -0.5 0.4
H 1.293 -3.358 -0.619 0.8 2.2 -1.0
H 2.642 -2.018 -1.386 -1.1 -1.6 0.7
H 1.984 -0.507 -2.966 0.5 -0.6 -0.1
H 0.638 0.511 -2.677 0.3 -0.6 1.1
H 0.289 -0.865 -3.469 0.2 -1.2 -0.3
H -2.600 2.606 0.969 0.0 0.3 -0.4
H -2.962 1.415 2.028 -1.4 -0.8 2.9
H -1.167 2.083 1.830 -1.6 -1.1 0.1
H -1.595 0.755 -1.702 1.3 0.3 1.8
H -0.508 1.642 -0.354 0.8 0.7 -0.7
H 0.694 0.565 1.933 0.7 0.6 0.6
H 0.929 -0.723 3.225 0.9 0.5 -1.5
H -1.556 -0.244 0.930 -1.2 1.1 0.1
H -2.971 0.312 0.188 -1.3 -0.4 -0.8
```
Forces are in eV/Å.


No. 6
Entry from the OMol25 dataset: the molecule C12H16N2O3 (the ωB97M-V functional and the def2-TZVPD basis).

Its energy above the lowest of the compared OMol25 structures with the same formula, charge and spin is 3.2921 eV. Its orbital gap is 9.58 eV. Its SMILES is C[C@H](NC(=O)[C@@H](N)Cc1ccccc1)C(=O)O. As for the HOMO energy: -9.0 eV. The energy comes out at -21824.253 eV.

```
33
Properties=species:S:1:pos:R:3:forces:R:3
C 1.526 -1.056 1.102 1.3 0.0 1.0
C 0.552 -2.115 0.435 -0.1 -0.3 2.6
C 0.668 -0.275 2.234 1.5 -3.3 0.9
C -0.213 0.782 1.723 -3.2 2.6 1.4
C 0.103 2.199 1.728 -0.9 -3.3 -1.8
C -1.659 0.564 1.558 2.1 1.0 -1.2
C -0.736 3.055 0.968 1.0 -0.4 1.7
C -2.435 1.577 0.931 -3.4 -1.8 0.2
C -2.055 2.838 0.521 3.1 -0.5 1.7
C 0.544 -1.285 -2.076 2.8 -0.8 1.2
C 0.341 0.194 -1.828 -1.2 1.0 -0.1
C -0.169 -1.804 -3.275 -2.5 -1.7 -1.9
H 2.123 0.595 -0.156 -0.9 0.9 -0.3
H 2.885 -0.798 -0.443 -0.3 0.6 0.9
H 2.344 -1.615 1.694 -2.0 0.0 -0.6
H 0.022 -1.179 2.564 1.0 1.7 0.0
H 1.430 -0.057 3.113 -1.7 0.2 -1.9
H 1.039 2.423 2.251 -0.3 0.7 -0.7
H -2.109 -0.396 1.855 0.2 0.5 -0.4
H -0.265 3.972 0.969 0.3 2.5 -0.6
H -3.534 1.338 0.796 1.3 0.0 0.2
H -2.605 3.711 0.184 -0.3 -0.7 -0.3
H -0.513 -2.753 -0.885 -1.3 -0.9 -1.1
H 1.679 -1.463 -2.219 -1.8 0.8 -0.2
H -1.328 -1.765 -3.299 1.8 0.8 0.5
H -0.103 -2.920 -3.253 0.7 0.7 -0.3
H 0.177 -1.414 -4.282 -0.2 -0.4 1.4
H -0.766 1.400 -1.107 -0.5 1.5 0.4
N 2.442 -0.219 0.298 0.4 -1.8 -0.3
N 0.274 -2.162 -0.909 0.1 0.8 1.1
O -0.014 -2.934 1.228 1.5 2.1 -2.7
O 1.147 1.078 -1.935 1.0 -0.4 -0.3
O -0.918 0.549 -1.496 0.2 -2.1 -0.3
```
Forces are in eV/Å.